Entry 1:
Formula: C33H43MgN5O11Si
Source: OMol25
Level of theory: ωB97M-V/def2-TZVPD

Positions of all 94 atoms, in Å:
Mg: 8.578 3.730 14.751
C: 6.548 4.722 16.968
O: 7.377 3.640 16.488
C: 7.977 2.851 17.602
C: 8.902 1.918 16.886
O: 9.923 2.537 16.079
C: 10.815 1.662 15.473
C: 12.134 1.649 16.221
O: 12.700 2.948 16.233
C: 14.113 2.780 15.967
H: 6.959 5.730 16.800
H: 5.638 4.581 16.428
H: 6.320 4.532 18.042
H: 8.402 3.520 18.348
H: 7.252 2.302 18.116
H: 9.400 1.299 17.721
H: 8.354 1.185 16.250
H: 10.390 0.671 15.622
H: 11.067 1.816 14.397
H: 11.980 1.227 17.235
H: 12.823 0.965 15.688
H: 14.657 2.423 16.866
H: 14.224 2.262 15.021
H: 11.191 4.326 14.855
O: 5.407 4.108 7.755
N: 6.424 3.468 8.082
O: 6.898 2.440 7.572
C: 6.959 3.793 9.410
C: 6.586 5.008 9.872
C: 6.653 5.207 11.243
C: 7.171 4.211 12.124
O: 7.339 4.487 13.350
C: 7.479 2.969 11.471
C: 7.489 2.773 10.155
N: 8.229 1.997 12.257
O: 8.529 0.894 11.766
O: 8.388 2.136 13.544
N: 5.970 6.312 11.799
O: 5.384 7.018 10.971
O: 6.030 6.531 13.039
H: 6.110 5.722 9.158
H: 7.814 1.831 9.682
C: 15.824 8.194 16.317
C: 15.027 6.916 16.434
C: 14.436 6.805 17.823
C: 13.835 7.238 15.502
Si: 15.766 5.242 15.957
O: 14.568 4.252 15.580
C: 16.804 4.593 17.360
C: 18.134 4.121 17.258
C: 18.741 3.363 18.261
C: 17.991 2.923 19.330
C: 16.712 3.490 19.540
C: 16.161 4.307 18.562
C: 16.859 5.519 14.474
C: 16.606 4.845 13.266
C: 17.392 5.274 12.186
C: 18.504 6.048 12.356
C: 18.795 6.620 13.631
C: 17.972 6.330 14.672
H: 15.166 9.043 16.530
H: 16.195 8.317 15.256
H: 16.694 8.132 16.976
H: 15.213 6.769 18.550
H: 13.736 5.899 17.849
H: 13.822 7.717 18.035
H: 13.589 8.276 15.557
H: 12.892 6.764 15.796
H: 13.993 7.089 14.464
H: 18.659 4.278 16.339
H: 19.747 3.023 18.160
H: 18.374 2.143 19.951
H: 16.279 3.511 20.494
H: 15.168 4.631 18.744
H: 15.847 4.085 13.171
H: 17.130 4.863 11.162
H: 19.198 6.294 11.541
H: 19.689 7.232 13.748
H: 18.254 6.686 15.682
C: 8.615 7.744 14.699
C: 9.458 6.620 14.282
C: 10.043 6.384 12.961
C: 10.664 5.149 13.010
N: 10.492 4.610 14.317
N: 9.723 5.525 15.082
C: 11.543 4.448 12.036
H: 9.190 8.671 14.608
H: 8.373 7.630 15.753
H: 7.696 7.729 14.041
H: 10.025 7.113 12.122
H: 10.036 5.676 16.075
H: 11.852 5.099 11.188
H: 11.132 3.466 11.697
H: 12.554 4.221 12.488

## Properties
E_HOMO (spin up / spin down) (eV): -5.4 / -6.3
Charge: 0

These are the Löwdin partial charges, in e, on atoms 1 to 2:
1 Mg 0.70
2 C -0.03


Entry 2:
Formula: C4H7NO2
Source: OMol25
Level of theory: ωB97M-V/def2-TZVPD

Positions of all 14 atoms, in Å:
C: -1.766 0.275 -0.488
C: -0.697 0.098 1.236
O: -0.632 -0.921 0.085
C: 0.685 -0.930 -0.464
C: 1.342 0.297 0.125
N: 2.477 0.724 -0.227
O: 0.509 0.841 1.033
H: -1.475 1.323 -0.493
H: -2.740 0.109 -0.044
H: -1.710 -0.151 -1.504
H: -0.545 -0.492 2.155
H: 0.626 -0.877 -1.555
H: 1.200 -1.849 -0.166
H: 2.727 1.555 0.308

## Properties
E_HOMO (eV): -7.5
Charge: 0

These are the Löwdin partial charges, in e, on atoms 1 to 2:
1 C 0.06
2 C -0.13


Entry 3:
Formula: C4H9N2O2
Source: OMol25
Level of theory: ωB97M-V/def2-TZVPD

Positions of all 17 atoms, in Å:
C: -0.433 -0.227 -1.836
N: -1.571 -0.307 -0.918
C: -1.430 -0.358 0.427
O: -2.354 -0.075 1.176
C: -0.088 -0.807 0.964
N: 0.651 0.273 1.578
C: 1.747 0.842 0.736
O: 1.347 1.244 -0.499
H: 0.028 -1.215 -1.901
H: 0.358 0.363 -1.417
H: -0.670 0.202 -2.807
H: -2.392 0.138 -1.256
H: -0.279 -1.554 1.748
H: 0.405 -1.298 0.191
H: 0.036 1.045 1.813
H: 2.510 0.030 0.688
H: 2.137 1.705 1.314

## Properties
E_HOMO (eV): -3.0
Charge: -1

These are the Löwdin partial charges, in e, on atoms 1 to 2:
1 C -0.11
2 N 0.03


Entry 4:
Formula: C3H10NO2
Source: OMol25
Level of theory: ωB97M-V/def2-TZVPD

Positions of all 16 atoms, in Å:
C: 1.473 0.982 -0.321
C: 0.451 0.319 0.441
C: -1.914 0.015 -0.526
N: 0.505 -1.123 0.621
O: -2.773 0.884 0.131
O: -1.970 -1.294 -0.037
H: 2.444 0.369 -0.531
H: 1.785 1.952 0.281
H: 1.271 1.432 -1.388
H: -0.042 0.762 1.231
H: -1.813 0.123 -1.572
H: 0.949 -1.599 -0.148
H: -0.412 -1.579 0.626
H: 1.021 -1.532 1.536
H: -2.805 1.829 0.021
H: -2.455 -1.258 0.810

## Properties
E_HOMO (spin up / spin down) (eV): -12.4 / -12.0
Charge: +1

These are the Löwdin partial charges, in e, on atoms 1 to 2:
1 C -0.13
2 C -0.21


Entry 5:
Formula: C2H3NO2S2
Source: OMol25
Level of theory: ωB97M-V/def2-TZVPD

Positions of all 10 atoms, in Å:
C: 0.537 -0.048 0.931
C: -0.903 0.506 1.112
N: 0.429 -0.403 -2.111
O: -0.171 0.637 -2.141
O: 0.748 -1.083 -3.023
S: 1.555 -0.564 2.097
S: 1.163 -0.773 -0.557
H: -1.168 -0.221 1.914
H: -1.356 0.444 0.186
H: -0.833 1.505 1.593

## Properties
E_HOMO (eV): -9.6
Charge: 0

These are the Löwdin partial charges, in e, on atoms 1 to 2:
1 C -1.11
2 C -0.10


Entry 6:
Formula: C12H28N4O4Sn
Source: OMol25
Level of theory: ωB97M-V/def2-TZVPD

Positions of all 49 atoms, in Å:
Sn: 25.895 -16.453 -12.710
C: 22.139 -19.144 -13.380
C: 22.196 -17.629 -13.283
O: 23.297 -17.065 -13.247
N: 21.046 -16.984 -13.373
C: 20.832 -15.528 -13.349
H: 21.316 -19.607 -13.918
H: 22.036 -19.456 -12.335
H: 23.105 -19.493 -13.734
H: 20.182 -17.497 -13.430
H: 20.502 -15.134 -12.390
H: 20.126 -15.453 -14.175
H: 21.699 -14.924 -13.609
C: 26.111 -20.764 -14.571
C: 26.187 -19.402 -15.214
O: 25.608 -18.443 -14.673
N: 26.971 -19.356 -16.289
C: 27.309 -18.236 -17.159
H: 26.540 -21.620 -15.084
H: 25.157 -20.879 -14.061
H: 26.800 -20.681 -13.719
H: 27.253 -20.273 -16.596
H: 26.430 -17.594 -17.194
H: 27.473 -18.556 -18.186
H: 28.247 -17.778 -16.849
C: 22.699 -17.869 -9.129
C: 23.096 -16.527 -9.729
O: 24.049 -16.405 -10.502
N: 22.207 -15.551 -9.478
C: 22.380 -14.200 -9.972
H: 21.969 -17.676 -8.339
H: 23.503 -18.423 -8.655
H: 22.118 -18.448 -9.848
H: 21.439 -15.820 -8.887
H: 22.364 -13.494 -9.140
H: 21.575 -13.858 -10.623
H: 23.329 -14.149 -10.496
C: 29.488 -16.142 -9.251
C: 28.108 -15.595 -9.468
O: 27.547 -15.797 -10.574
N: 27.477 -14.945 -8.511
C: 26.162 -14.347 -8.627
H: 29.901 -15.759 -8.320
H: 30.139 -15.856 -10.079
H: 29.562 -17.227 -9.322
H: 27.957 -14.703 -7.658
H: 25.910 -14.059 -9.641
H: 26.081 -13.405 -8.074
H: 25.394 -14.874 -8.058

## Properties
E_HOMO (eV): -15.4
Charge: +2

These are the Löwdin partial charges, in e, on atoms 1 to 2:
1 Sn 1.82
2 C 0.04